[1]
# C6H15NNdO9P2

A molecular structure, C6H15NNdO9P2 (ωB97M-V with the def2-TZVPD basis set, OMol25).

```
34
Properties=species:S:1:pos:R:3
N 3.01 0.74 3.52
H 3.77 3.08 2.16
C -1.41 -2.13 0.46
H 2.36 1.32 4.06
H -2.63 -0.67 -2.46
H 4.99 1.79 1.92
O 0.45 0.54 2.68
H 0.48 3.56 1.80
C -2.53 -0.82 -1.39
P 3.12 -0.59 1.23
C 2.96 1.08 2.06
O -0.24 -1.55 -1.39
O 2.54 -0.69 -0.15
H 3.93 2.28 0.60
C -1.91 -3.31 -1.78
H -1.18 -4.06 -1.46
H -1.87 -3.19 -2.86
C 3.98 2.12 1.67
C -1.61 -1.99 -1.08
O -1.75 -1.17 1.19
O 4.68 -0.83 1.31
O 2.34 -1.47 2.20
H 5.02 -1.43 0.64
H 3.96 0.79 3.91
O 0.71 1.30 0.33
H -2.11 0.08 -0.92
H 2.66 -0.26 3.55
H -2.90 -3.66 -1.51
H -3.52 -0.98 -0.96
P 1.16 1.50 1.75
H -0.15 -1.58 -2.36
O 1.13 3.01 2.24
Nd 0.45 -0.95 0.91
O -0.50 -2.93 0.81
```

Calculated values
<S²> = 3.753
Charge = +1
Spin multiplicity = 4
Highest occupied orbital energy (spin up / spin down) = -13.85 / -13.89 eV
Gap between HOMO and LUMO (spin up / spin down) = 11.03 / 11.09 eV

---

[2]
# C6H15NO

2 unconnected molecules or ions with the total composition C6H15NO (ωB97M-V with the def2-TZVPD basis set, OMol25).

```
23
Properties=species:S:1:pos:R:3
C 1.11 -1.21 -1.03
H -1.18 -0.73 1.49
H 3.13 1.00 0.25
C -0.78 -0.58 0.50
H 2.73 1.39 -2.09
H -0.30 -2.59 -0.14
H -3.73 2.64 2.80
H -2.07 0.51 -0.91
C 2.02 -0.25 -0.92
N 2.45 0.26 0.30
C -2.07 -0.46 -0.40
C 0.21 -1.66 0.09
O -3.75 2.94 3.71
H 1.78 0.37 1.03
H 0.75 -1.94 1.00
H -2.88 -0.41 0.32
H 0.88 -1.59 -2.02
H -0.33 0.42 0.50
C 2.75 0.30 -2.12
H 2.20 0.06 -3.03
H 3.73 -0.14 -2.31
H -4.60 2.89 4.15
H -2.07 -1.20 -1.16
```

Calculated values
SMILES = CCC/C=C(/C)N.O
Charge = 0
Highest occupied orbital energy = -7.85 eV
Gap between HOMO and LUMO = 8.61 eV

---

[3]
# C6H15NO

2 unconnected molecules or ions with the total composition C6H15NO (ωB97M-V with the def2-TZVPD basis set, OMol25).

```
23
Properties=species:S:1:pos:R:3
H -0.54 2.83 1.97
H -0.36 -2.04 1.53
H 1.06 2.73 1.56
C -0.19 2.07 0.06
H 0.94 -3.05 1.95
O 0.78 1.87 -0.66
H 1.94 -1.05 -0.45
N 0.05 2.59 1.30
H -2.25 1.87 0.49
H -1.75 2.52 -1.12
H 2.70 -2.45 0.66
H -2.99 0.37 -1.29
H 0.01 -2.28 -0.84
C -1.95 0.46 -1.17
H 0.82 -3.91 -0.73
C 0.70 -2.81 -0.27
H 2.62 -2.73 -1.08
C -1.68 1.73 -0.32
H -0.62 -3.71 1.41
C 2.10 -2.19 -0.30
C 0.16 -2.98 1.16
H -1.70 -0.46 -0.77
H -1.32 0.55 -2.11
```

Calculated values
SMILES = CCC(N)=O.CCC
Charge = 0
Highest occupied orbital energy = -9.73 eV
Gap between HOMO and LUMO = 10.59 eV

---

[4]
# C6H15NO

A single C6H15NO molecule (ωB97M-V with the def2-TZVPD basis set, OMol25).

```
23
Properties=species:S:1:pos:R:3
H -2.49 -1.58 -0.70
H 2.16 2.54 0.30
H -0.75 2.33 0.87
H 0.35 1.41 1.87
H 1.84 1.57 -2.40
C -0.48 1.34 1.14
H 1.93 -0.22 -2.12
H -1.33 0.79 1.53
C 1.32 0.96 -0.36
H -0.75 0.86 -0.92
H 3.13 0.81 -1.35
H -3.10 -2.24 0.85
H 1.90 0.50 0.49
C -2.23 -2.25 0.16
H 0.14 -1.32 -0.96
O 1.37 2.43 -0.23
H -0.51 -2.45 1.44
C -0.10 0.49 -0.09
N 0.07 -0.99 -0.02
H -2.22 -3.23 -0.28
C -1.00 -1.65 0.83
C 2.09 0.78 -1.69
H -1.34 -0.89 1.62
```

Calculated values
SMILES = CCN[C@@H](C)[C@@H](C)O
Charge = 0
Highest occupied orbital energy = -8.91 eV
Gap between HOMO and LUMO = 9.92 eV

---

[5]
# C6H15NO

2 unconnected molecules or ions with the total composition C6H15NO (ωB97M-V with the def2-TZVPD basis set, OMol25).

```
23
Properties=species:S:1:pos:R:3
H 3.52 3.28 -0.95
C 1.99 1.03 -0.55
H 0.09 0.48 -1.21
C 0.75 0.52 -0.41
O -5.55 -4.38 -0.21
H -1.45 -1.05 0.15
H 2.13 1.18 -2.54
H -1.44 -0.53 3.39
H -1.01 -1.97 2.63
N 0.29 0.00 0.75
C 3.58 2.60 -1.75
C -1.51 -1.02 2.38
H -1.74 0.56 0.77
H 1.41 2.70 -1.92
C -1.15 -0.36 0.98
H 3.70 3.21 -2.65
H 2.80 0.80 0.05
H -5.73 -3.84 0.63
H 0.95 -0.40 1.54
H -5.27 -5.28 0.00
H 4.22 1.71 -1.60
H -2.70 -1.13 2.33
C 2.10 1.90 -1.79
```

Calculated values
SMILES = CC/C=C/NCC.O
Charge = 0
Highest occupied orbital energy = -7.11 eV
Gap between HOMO and LUMO = 7.79 eV

---

[6]
# C6H15NO

A single C6H15NO molecule (ωB97M-V with the def2-TZVPD basis set, OMol25).

```
23
Properties=species:S:1:pos:R:3
H -2.90 -0.56 -0.17
H 1.56 -1.10 0.72
H -1.07 -1.40 1.37
C -0.95 -1.37 0.29
H -0.36 1.97 0.98
C -2.32 -1.46 -0.36
C -0.06 0.16 0.04
H -1.57 1.16 -1.14
H -0.87 0.65 1.86
C 1.30 -0.43 -0.09
H -0.39 -2.27 0.05
H -2.88 -2.33 0.01
H 1.74 1.39 1.78
C -0.52 0.86 -1.23
H 1.45 -0.87 -1.07
H 2.18 1.72 -0.53
O 2.62 1.19 1.43
H -2.22 -1.59 -1.44
N -0.20 1.00 1.19
H 0.04 1.78 -1.40
H 3.39 0.44 -0.28
H -0.41 0.22 -2.10
C 2.44 0.85 0.08
```

Calculated values
SMILES = CC[C@@](C)(N)CCO
Charge = 0
Highest occupied orbital energy = -8.79 eV
Gap between HOMO and LUMO = 9.66 eV

---

[7]
# C6H15NO

2 unconnected molecules or ions with the total composition C6H15NO (ωB97M-V with the def2-TZVPD basis set, OMol25).

```
23
Properties=species:S:1:pos:R:3
C 2.19 -2.25 1.44
H -0.59 -1.73 -0.24
H 1.00 -2.62 -0.77
C -1.18 0.98 -1.06
H 2.48 -1.90 2.48
H -2.75 2.45 -0.45
H -2.62 0.86 0.55
H 3.05 -1.75 0.65
H 0.76 3.55 -1.48
H -1.68 1.07 -2.04
C -2.08 1.64 0.08
H -0.35 -3.35 0.56
N -0.17 3.26 -1.41
H -0.72 3.82 -0.91
H 1.13 -0.58 1.06
O 1.05 1.31 -1.70
H -1.02 -0.04 -0.74
C 0.19 -2.46 0.06
C -0.02 1.80 -1.35
H -0.03 -1.46 2.00
H 2.06 -3.31 1.31
H -1.58 2.36 0.78
C 0.87 -1.63 1.19
```

Calculated values
SMILES = CCC(N)=O.CCC
Charge = 0
Highest occupied orbital energy = -9.94 eV
Gap between HOMO and LUMO = 10.75 eV

---

[8]
# C6H15NO

A single C6H15NO molecule (ωB97M-V with the def2-TZVPD basis set, OMol25).

```
23
Properties=species:S:1:pos:R:3
C -0.96 -0.27 1.45
H -1.84 1.53 0.45
C -0.73 1.21 0.75
H -0.83 3.18 1.46
H -0.76 -0.56 -1.14
H -0.96 0.16 3.50
C 0.44 1.05 -0.21
H 0.51 -2.27 -0.39
H -0.61 2.12 2.75
C 0.06 0.09 -1.38
H 2.32 -0.59 -1.98
H 0.03 -0.77 1.71
H -0.46 0.71 -2.30
H -1.68 -0.91 0.81
H 1.34 0.74 0.31
H 2.01 -2.84 -1.31
H 0.43 -2.77 -2.04
H 0.78 -0.90 -2.96
C 1.11 -2.31 -1.39
N -0.47 2.26 1.75
O -1.61 -0.01 2.73
C 1.17 -0.86 -1.96
H 0.67 2.00 -0.62
```

Calculated values
SMILES = CCCC[C@H](N)CO
Charge = 0
Highest occupied orbital energy = -8.74 eV
Gap between HOMO and LUMO = 9.60 eV

---

[9]
# C6H15NO2P

A gas-phase ion, C6H15NO2P (charge -1) (ωB97M-V with the def2-TZVPD basis set, OMol25).

```
25
Properties=species:S:1:pos:R:3
H 3.39 -0.74 1.62
H -2.62 -0.71 1.49
H -3.92 -0.80 0.33
O -3.69 1.75 -0.47
H 2.07 0.28 2.19
H -0.42 0.24 0.88
H -2.39 -0.79 -1.55
H 0.02 -0.43 -1.94
H -3.31 1.41 -1.30
N 1.42 0.80 -0.52
O -2.60 1.75 1.42
H -1.88 -2.00 -0.41
H 4.02 1.31 -0.81
C 2.38 -0.40 1.41
H 1.77 -1.29 1.39
H 4.51 -0.21 -0.12
P -0.20 -0.10 -0.53
C 3.73 0.27 -0.71
H -0.85 1.14 -0.99
C -2.92 -0.39 0.50
C -3.04 1.11 0.55
H 0.43 -1.38 -0.19
C -1.94 -0.92 -0.56
C 2.38 0.25 0.03
H 3.63 -0.14 -1.70
```

Calculated values
Charge = -1
Highest occupied orbital energy = -3.45 eV
Gap between HOMO and LUMO = 7.15 eV

---

[10]
# C6H15NO2Si

A single C6H15NO2Si molecule (ωB97M-V with the def2-TZVPD basis set, OMol25).

```
25
Properties=species:S:1:pos:R:3
H 1.77 1.48 -0.62
C 0.46 -1.77 -1.53
C -1.21 0.65 -0.08
H -2.11 1.28 -1.94
H 1.40 -1.60 -2.20
H 1.98 1.03 0.93
C -1.13 1.39 -1.45
Si 0.41 -0.68 -0.05
H 0.63 -1.00 2.36
N -1.27 1.56 1.03
H -0.38 -1.27 -1.93
H -0.69 -1.76 1.93
O -2.62 -1.10 -0.75
C 0.37 -1.61 1.60
H 0.38 -2.82 -1.59
H 0.80 -2.60 1.51
H -0.73 2.37 -1.21
H -0.55 0.89 -2.27
H -2.60 0.66 1.71
C 1.84 0.63 -0.02
H -1.72 2.42 0.81
H -0.34 1.68 1.32
C -2.43 -0.26 0.11
O -2.96 -0.25 1.31
H 2.68 -0.01 -0.39
```

Calculated values
SMILES = C[C@@](N)(C(=O)O)[Si](C)(C)C
Charge = 0
Highest occupied orbital energy = -9.33 eV
Gap between HOMO and LUMO = 10.00 eV